(1)
{
  "formula": "C12H17N",
  "method": "ωB97M-V/def2-TZVPD",
  "species": ["C", "C", "C", "N", "C", "C", "C", "C", "C", "C", "H", "H", "H", "H", "H", "H", "H", "H", "H", "C", "C", "C", "H", "H", "H", "H", "H", "H", "H", "H"],
  "positions_angstrom": [[-1.5464, 1.9614, 0.4757], [-1.1377, 1.0717, -0.6187], [-2.0107, 0.2389, -1.3109], [-1.2828, -0.7513, -2.0170], [0.1173, -0.4089, -1.8630], [1.1283, -1.0366, -2.5837], [2.3603, -0.4841, -2.3431], [2.5472, 0.7888, -1.6449], [1.5762, 1.3627, -0.8726], [0.3192, 0.7529, -0.9890], [-0.9682, 1.9581, 1.3940], [-2.5473, 2.0541, 0.6203], [-1.3004, 2.9755, 0.2553], [-3.0425, 0.0372, -1.0296], [-1.4419, -1.0649, -2.8982], [1.1157, -1.6282, -3.4981], [3.2228, -0.7901, -2.9780], [3.5194, 1.3113, -1.7010], [1.8466, 2.2760, -0.2230], [0.7796, -1.0063, 3.3166], [-0.5250, -1.6684, 3.5033], [-1.5323, -0.6042, 4.1054], [1.5024, -1.2092, 4.0324], [0.4601, -0.0293, 3.5004], [1.0427, -1.0700, 2.2499], [-0.8854, -2.1446, 2.4656], [-0.7297, -2.4921, 4.3141], [-1.1764, -0.0903, 4.9932], [-1.5435, 0.2467, 3.3344], [-2.5520, -0.8890, 4.2365]],
  "forces_ev_per_angstrom": [[2.7, 1.3, -0.2], [0.9, -1.6, -0.6], [1.9, -0.2, 1.1], [3.0, 2.7, 3.8], [-1.7, 0.6, 0.2], [0.9, 1.2, 0.1], [1.9, 2.7, -0.8], [1.3, -1.7, -0.2], [-0.2, 0.9, 0.8], [-3.9, -1.8, -1.1], [-0.1, -1.2, 0.4], [-3.0, -0.5, 0.7], [0.3, 1.2, -1.0], [0.1, 0.4, -0.4], [-1.4, -1.1, -2.9], [-0.8, -0.6, 0.7], [-0.7, 0.1, 0.7], [-0.4, -0.7, 0.1], [-0.9, -1.5, -1.3], [-0.7, -0.1, -1.7], [-4.3, -2.8, 1.0], [0.8, 1.6, -3.0], [1.7, -0.8, 0.9], [0.6, 2.1, -0.1], [0.7, -0.1, 0.7], [0.3, 1.2, 2.4], [1.5, 0.8, -1.7], [0.3, -0.5, 0.4], [-0.3, -0.9, 0.9], [-0.6, -0.6, 0.2]],
  "gap_ev": 9.006,
  "de_lowest_kcal_mol": 74.0,
  "fmax_ev_per_a": 5.5,
  "homo_energy_ev": -8.05,
  "lumo_energy_ev": 0.96
}

=====

(2)
{
  "formula": "C3H10O3",
  "method": "ωB97M-V/def2-TZVPD",
  "species": ["O", "C", "C", "C", "H", "H", "H", "H", "H", "H", "H", "H", "O", "H", "H", "O"],
  "positions_angstrom": [[1.9353, 0.8012, 0.8923], [1.7902, 0.1815, -0.1254], [0.4180, -0.0271, -0.8490], [0.2303, -1.4013, -1.4851], [2.5642, -0.3254, -0.5557], [0.3082, 0.8374, -1.5847], [-0.4030, 0.0151, -0.0475], [-0.5309, -1.9803, -0.8657], [1.0998, -2.0619, -1.3013], [0.0351, -1.3059, -2.5175], [-0.4590, 2.7463, 1.8948], [0.5935, 1.8272, 1.1777], [-0.0657, 1.8582, 1.8230], [-2.6700, 0.3272, 0.7776], [-2.0628, -1.0621, 1.3653], [-2.7832, -0.4302, 1.4012]],
  "forces_ev_per_angstrom": [[0.8, -0.9, -1.2], [-3.1, 1.5, 1.7], [-2.1, 0.5, 0.8], [0.7, -1.4, 2.5], [2.9, -1.5, -1.3], [0.4, -0.8, 1.0], [1.5, 0.9, -0.9], [0.5, 1.0, -1.3], [-0.1, 0.4, -0.6], [-0.4, -0.2, -1.0], [0.5, -0.4, -0.2], [1.0, 1.1, -1.3], [-2.4, 0.0, 1.8], [0.2, -1.2, 0.8], [0.2, 0.3, -0.2], [-0.4, 0.9, -0.5]],
  "gap_ev": [8.033, 4.258],
  "total_charge": 1,
  "de_lowest_kcal_mol": 63.6,
  "fmax_ev_per_a": 3.9,
  "homo_energy_ev": [-14.59, -14.58],
  "lumo_energy_ev": [-6.55, -10.32],
  "spin_multiplicity": 2
}

=====

(3)
{
  "formula": "C9H16N3",
  "method": "ωB97M-V/def2-TZVPD",
  "species": ["C", "C", "N", "N", "N", "H", "H", "H", "H", "H", "H", "H", "H", "C", "C", "C", "C", "C", "C", "C", "H", "H", "H", "H", "H", "H", "H", "H"],
  "positions_angstrom": [[4.6859, 0.7192, 3.0012], [2.8183, 0.2392, 1.5214], [1.7965, -0.6869, 1.1624], [3.5046, -0.0579, 2.6801], [3.1476, 1.1333, 0.5159], [1.9339, -1.5846, 1.6203], [1.8399, -1.0225, 0.1922], [3.0700, -0.4200, 3.5116], [3.9714, 1.6806, 0.4061], [2.4448, 1.3427, -0.1557], [5.5966, 0.1090, 2.9390], [4.7358, 1.2426, 3.9566], [4.8141, 1.5729, 2.3259], [-4.9728, -0.5793, -2.4125], [-1.0621, -0.0101, -0.8154], [-2.1217, -0.1464, 0.0768], [-1.2343, 0.0420, -2.2093], [-3.4331, -0.2366, -0.4546], [-2.5344, -0.0505, -2.6859], [-3.5637, -0.4309, -1.8103], [-0.0723, -0.0284, -0.3716], [-1.8608, -0.4167, 1.0858], [-0.4310, -0.1408, -2.9122], [-4.2377, -0.5179, 0.2194], [-2.9182, 0.1315, -3.6834], [-5.7333, -0.1065, -1.7949], [-5.1129, -1.6602, -2.5132], [-5.0710, -0.1170, -3.3957]],
  "forces_ev_per_angstrom": [[0.9, 0.4, -0.5], [-2.1, -0.4, -0.1], [0.0, -0.8, -0.4], [2.1, 0.7, 0.5], [0.5, 0.0, -0.1], [0.0, 0.1, 0.7], [0.3, 0.6, -0.2], [-0.8, 0.2, -0.4], [0.5, -0.1, 0.4], [-0.5, 0.1, 0.0], [-0.1, 0.1, -0.1], [-0.6, -0.5, 0.4], [-0.1, -0.4, -0.2], [0.9, -0.4, 0.3], [0.5, -0.3, -0.1], [-0.4, -0.1, -1.5], [-0.6, -0.6, 0.4], [1.6, -2.0, 1.3], [-0.7, -0.8, 0.6], [-1.7, 3.1, -1.0], [0.0, 0.0, -0.2], [-0.3, 0.6, 0.4], [0.4, 0.9, 0.1], [-0.1, 0.3, -0.1], [0.9, -0.4, -0.4], [0.0, -0.3, 0.2], [-0.6, 0.2, -0.1], [0.3, -0.1, 0.0]],
  "gap_ev": [5.212, 9.659],
  "de_lowest_kcal_mol": 23.0,
  "fmax_ev_per_a": 3.7,
  "homo_energy_ev": [-4.24, -8.82],
  "lumo_energy_ev": [0.97, 0.84],
  "spin_multiplicity": 2
}